Formula: C17H27FMnNO2P2
Source: the Open Molecules 2025 dataset
Level of theory: ωB97M-V/def2-TZVPD

Structure (ORCA input):
```
! wB97M-V def2-TZVPD RIJCOSX def2/J DEFGRID3
* xyz 1 6
Mn -0.02008 0.15025 -0.53926
P -0.22021 -2.13328 -0.01516
C -1.91833 -2.19638 -0.68604
C -2.74022 -1.07347 -0.06806
N -2.07574 0.09661 0.09497
C -2.71270 1.16875 0.63399
C -4.05434 1.09658 0.97526
C -4.75412 -0.09156 0.77276
C -4.08068 -1.19179 0.25132
C -1.94850 2.46387 0.79012
P -0.41142 2.41826 -0.20575
H -4.57701 -2.14652 0.08470
H -4.54528 1.99104 1.37500
H -5.81468 -0.14962 1.00319
H -2.58462 3.29745 0.44357
H -1.71306 2.65947 1.85416
H -1.83592 -2.01430 -1.79851
H -2.37803 -3.18160 -0.50712
H -0.05660 0.30215 -3.67982
O -0.61731 -0.40277 -3.20698
H -1.20791 -0.79871 -3.87614
H 1.58982 1.45132 -3.09454
O 0.89111 1.55839 -3.78399
H 1.27077 2.09189 -4.51909
C -0.93674 3.06873 -1.81323
H -1.31511 4.09361 -1.70653
H -0.08371 3.04394 -2.49835
H -1.70806 2.42976 -2.26365
C 0.76508 3.56717 0.52612
H 1.72551 3.41877 0.01640
H 0.42411 4.60866 0.41167
H 0.92458 3.33414 1.58952
C -0.25903 -2.71128 1.69498
H -0.59878 -3.75811 1.74337
H 0.76130 -2.62201 2.09364
H -0.89884 -2.07526 2.32023
C 0.69579 -3.36170 -0.97318
H 1.76302 -3.17785 -0.78246
H 0.40773 -4.38243 -0.65865
H 0.52113 -3.21513 -2.05300
F 6.06791 0.09330 -0.23025
C 4.70068 0.08104 -0.23292
C 4.05430 -0.42167 -1.35791
C 2.66039 -0.39195 -1.36519
C 1.93636 0.11053 -0.27571
C 2.63039 0.57432 0.83640
C 4.02066 0.58415 0.87091
H 4.60429 -0.82186 -2.20974
H 2.11810 -0.81200 -2.21364
H 2.06926 0.93673 1.69968
H 4.56635 0.97401 1.72942
*
```

E_HOMO (alpha / beta)	-7.01 / -11.34	eV
max |F|	3.574	eV/A
energy relative to the best compared isomer or geometry (same formula, charge and spin)	0.0	kJ/mol
E_LUMO (alpha / beta)	-3.428 / -3.274	eV
Kohn-Sham gap (alpha / beta)	3.59 / 8.07	eV

=====

Formula: C17H27IN3O7PtS
Source: the Open Molecules 2025 dataset
Level of theory: ωB97M-V/def2-TZVPD

Structure (ORCA input):
```
! wB97M-V def2-TZVPD RIJCOSX def2/J DEFGRID3
* xyz 1 1
Pt -0.45106 -0.03706 0.77252
C 3.72941 1.50900 0.17563
N 3.47285 0.29663 -0.60098
C 4.58265 -0.22303 -1.39413
C 2.23683 -0.16936 -0.73232
O 1.28546 0.41608 -0.17225
C 2.00524 -1.38756 -1.59935
O 0.62661 -1.48576 -1.74862
C 0.01404 -2.71977 -1.54925
C -1.32858 -2.39394 -0.91696
O -1.54676 -1.24988 -0.46506
N -2.26585 -3.32648 -0.87361
C -3.58222 -3.01714 -0.31689
C -2.11297 -4.62903 -1.51110
H 4.60592 1.35221 0.80315
H 2.86961 1.73015 0.79791
H 3.91945 2.35136 -0.49109
H 5.51160 0.02097 -0.88411
H 4.61113 0.22616 -2.38865
H 4.52649 -1.30511 -1.49015
H 2.43887 -2.25002 -1.08582
H 2.48582 -1.26649 -2.57425
H 0.58008 -3.36486 -0.86657
H -0.12381 -3.24266 -2.49953
H -3.51441 -2.13425 0.30857
H -3.92275 -3.86314 0.27652
H -4.29873 -2.83237 -1.11840
H -1.07686 -4.95444 -1.50267
H -2.48194 -4.61402 -2.53810
H -2.69110 -5.35605 -0.94607
C -2.83575 6.22935 5.12804
C -2.42275 4.87622 4.62116
C -2.49189 4.56760 3.26333
C -2.12276 3.31868 2.79789
C -1.68339 2.36962 3.71356
C -1.60961 2.64400 5.07299
C -1.97603 3.90199 5.51384
S -1.17888 0.81285 3.13711
O -2.06970 0.40770 1.97045
O -1.13198 -0.12065 4.21179
O 0.14415 1.02726 2.40055
H -3.05125 6.91314 4.30948
H -2.05193 6.66717 5.74662
H -3.73091 6.14563 5.74646
H -2.84264 5.31549 2.56358
H -2.17950 3.07564 1.74513
H -1.27600 1.87995 5.76231
H -1.92186 4.13157 6.57097
N 3.72382 -1.61111 2.42154
C 2.39762 -1.84083 2.33177
O 1.84370 -2.00644 1.25152
C 1.62585 -1.97234 3.62577
I 2.26703 -0.69958 5.21013
H 4.24909 -1.51412 1.57032
H 4.15255 -1.36035 3.29654
H 1.73007 -2.99208 3.99084
H 0.57783 -1.75901 3.44679
*
```

E_HOMO	-11.67	eV
max |F|	0.747	eV/A
energy relative to the best compared isomer or geometry (same formula, charge and spin)	104.9	kJ/mol
E_LUMO	-2.582	eV
Kohn-Sham gap	9.09	eV

=====

Formula: C17H27N2O2S2
Source: the Open Molecules 2025 dataset
Level of theory: ωB97M-V/def2-TZVPD

Structure (ORCA input):
```
! wB97M-V def2-TZVPD RIJCOSX def2/J DEFGRID3
* xyz -1 1
C 5.32467 -0.31161 1.21768
O 4.82634 0.93976 0.73211
C 3.39641 0.87175 0.85039
C 2.69852 1.92202 -0.01827
C 2.82626 1.66661 -1.55689
C 1.80588 0.59476 -2.07446
C 2.39834 -0.84334 -2.13644
C 1.35737 -1.99261 -1.96229
C 1.58444 -2.87038 -0.67521
C 0.37468 -2.82478 0.31519
C 0.34385 -1.41259 0.99718
C -0.99840 -0.69022 0.93335
C -1.54080 -0.13547 -0.18892
C -2.81314 0.58291 -0.19896
C -3.57888 0.77075 0.91495
S -5.11972 1.68954 0.92029
C -3.04669 0.18164 2.13352
N -3.62737 0.26071 3.33432
S -2.64823 -0.54090 4.35128
N -1.45764 -1.00766 3.35206
C -1.78128 -0.53595 2.14144
H 4.77537 -0.56371 2.14756
H 6.40599 -0.22183 1.39005
H 5.12507 -1.12541 0.48732
H 3.11381 -0.16830 0.59418
H 3.07864 1.02378 1.90558
H 3.11196 2.92246 0.20789
H 1.62657 1.97448 0.25695
H 2.63614 2.64489 -2.03289
H 3.85875 1.31697 -1.73563
H 1.52338 0.91328 -3.09392
H 0.92392 0.66646 -1.41791
H 3.24804 -0.89271 -1.43531
H 2.83249 -0.95936 -3.14865
H 1.43933 -2.66092 -2.83574
H 0.31837 -1.62937 -1.90564
H 2.48628 -2.48771 -0.15547
H 1.83722 -3.91157 -0.95299
H 0.61856 -3.56549 1.10132
H -0.57232 -3.11231 -0.16416
H 1.09417 -0.77592 0.49694
H 0.67390 -1.50870 2.04571
H -1.01823 -0.21462 -1.14797
H -3.15706 1.01929 -1.14103
H -4.74819 3.00061 0.93373
C -8.32949 2.43522 -0.75763
O -8.92522 3.62713 -0.80792
H -8.92090 1.58677 -0.31070
H -8.00824 1.98283 -1.73908
H -7.37295 2.36879 -0.16688
*
```

E_HOMO	-1.85	eV
max |F|	1.514	eV/A
E_LUMO	1.279	eV
Kohn-Sham gap	3.13	eV